No. 1
ORCA calculation (ωB97M-V/def2-TZVPD) on a gas-phase ion, C5H8N (charge +1).

Geometry as ORCA input:
```
! RIJCOSX wB97M-V def2-TZVPD def2/J DEFGRID3
* xyz 1 1
C 1.78572 0.22715 -0.00988
C 2.41759 -1.00290 -0.08412
C 1.33707 1.75939 -0.23651
C -1.52912 -0.25018 -0.44993
C -0.75407 0.41826 0.68117
N 0.56026 0.83578 0.28347
H 3.38879 -1.14601 -0.34617
H 2.14622 -1.89581 0.41184
H 1.30761 2.72557 -0.45963
H -2.47367 -0.59869 -0.08093
H -1.39031 0.32654 -1.34198
H -1.18649 -1.19879 -0.83569
H -0.56626 -0.15168 1.56279
H -1.22847 1.39262 1.09080
*
```

The value obtained for the energy is -249.62367 a.u. For the gap between HOMO and LUMO, the calculation gives 8.861 eV. The calculation puts the energy above the lowest of the compared OMol25 structures with the same formula, charge and spin at 529.0 kJ/mol. Its SMILES is C=C1C=[N+]1CC. As for the highest occupied orbital energy: -14.51 eV.


No. 2
ORCA calculation (ωB97M-V/def2-TZVPD) on a single C4H7NS molecule.

Geometry as ORCA input:
```
! RIJCOSX wB97M-V def2-TZVPD def2/J DEFGRID3
* xyz 0 1
C 1.72980 0.31576 0.97196
C 0.44907 0.56051 0.32195
C -0.63994 0.52321 -0.18176
C -1.85721 0.58582 -0.94658
H 2.85839 -1.43687 1.32869
H 1.95208 -1.63254 -0.06653
H 1.64950 0.52372 1.98285
H 2.46131 1.06196 0.55424
H -2.69393 0.92186 -0.16114
H -1.74301 1.31876 -1.76215
H -3.79085 -0.65182 -1.26178
N 2.06007 -1.10474 0.84074
S -2.43528 -0.98562 -1.62051
*
```

The value obtained for the energy is -609.45375 a.u. For the gap between HOMO and LUMO, the calculation gives 9.716 eV. The calculation puts the energy above the lowest of the compared OMol25 structures with the same formula, charge and spin at 275.0 kJ/mol. Its SMILES is NCC#CCS. As for the highest occupied orbital energy: -9.01 eV.


No. 3
ORCA calculation (ωB97M-V/def2-TZVPD) on 11 unconnected molecules or ions with the total composition C41H103N5O11.

Geometry as ORCA input:
```
! RIJCOSX wB97M-V def2-TZVPD def2/J DEFGRID3
* xyz 0 1
C -0.83966 2.55987 3.87513
C -2.34979 2.53851 4.11382
C -2.52670 1.82496 5.45999
C -3.89449 2.07757 6.08327
C -4.20002 3.54521 6.20359
C -4.09406 4.29908 4.83832
N -2.87249 3.88556 4.18280
O -2.74366 4.56598 2.93037
C -5.33313 3.99004 4.02861
C -3.97534 5.74974 5.19709
C -2.95989 1.70308 2.99647
H -0.53025 2.80953 2.84998
H -0.46719 1.54014 4.00258
H -0.31821 3.27547 4.51519
H -2.39614 0.75092 5.30524
H -1.75608 2.13691 6.17151
H -3.88049 1.61051 7.07953
H -4.70124 1.51499 5.60112
H -3.60766 4.04665 6.96732
H -5.25640 3.66700 6.45650
H -6.28890 4.25902 4.48340
H -5.27393 4.48587 3.05453
H -5.41874 2.92642 3.79833
H -3.08037 5.93764 5.79300
H -3.95761 6.45953 4.36576
H -4.82258 6.07887 5.81170
H -4.05477 1.73531 3.00604
H -2.78755 0.62749 2.98767
H -2.79241 2.17242 2.02246
H -1.81583 4.83671 2.86633
C 1.55439 -1.55876 -4.96992
C 0.25261 -2.16152 -5.48744
C 0.64620 -3.23246 -6.51386
C -0.54711 -4.11345 -6.83893
C -1.05636 -4.82482 -5.59542
C -1.46318 -3.81423 -4.50146
N -0.43505 -2.81537 -4.38907
O -0.64791 -1.91400 -3.31642
C -2.86709 -3.22878 -4.75899
C -1.58233 -4.60665 -3.18437
C -0.57216 -1.06922 -6.17145
H 2.23057 -1.32738 -5.79569
H 2.11000 -2.24126 -4.32079
H 1.35317 -0.65340 -4.39252
H 1.02822 -2.74688 -7.41197
H 1.42255 -3.86771 -6.07704
H -0.35283 -4.81610 -7.66001
H -1.36238 -3.53454 -7.29803
H -0.31633 -5.52819 -5.21162
H -1.99113 -5.31496 -5.88372
H -3.00022 -2.71451 -5.71257
H -3.69147 -3.92310 -4.60869
H -2.95571 -2.43104 -4.00826
H -0.61959 -5.04023 -2.91799
H -1.92811 -3.94146 -2.39057
H -2.35132 -5.36038 -3.34593
H -0.92473 -0.36533 -5.40685
H -1.51397 -1.44884 -6.57232
H -0.00929 -0.55375 -6.94669
H 0.02697 -2.19574 -2.67919
C 5.36510 -4.11729 0.83896
C 4.78223 -2.70697 0.64487
C 5.70089 -1.61845 1.20513
C 6.99015 -1.43384 0.43239
C 6.73857 -1.17631 -1.05951
C 5.75863 -2.15380 -1.67154
N 4.62044 -2.31992 -0.77475
O 3.52824 -2.98185 -1.43712
C 5.23875 -1.58473 -2.98676
C 6.45339 -3.47718 -1.99674
C 3.42996 -2.58799 1.31943
H 4.95667 -4.85097 0.14643
H 5.03595 -4.50991 1.81627
H 6.44709 -4.15623 0.94537
H 5.08770 -0.72107 1.31730
H 5.97015 -1.91623 2.22908
H 7.57255 -2.34662 0.58134
H 7.55423 -0.59099 0.83472
H 7.68938 -1.25246 -1.59438
H 6.38120 -0.14825 -1.17030
H 4.68607 -0.66109 -2.77835
H 6.06940 -1.30330 -3.63537
H 4.56269 -2.27409 -3.48142
H 7.01773 -3.39810 -2.92718
H 7.09269 -3.84449 -1.18950
H 5.76265 -4.31875 -2.11446
H 3.44600 -3.07101 2.29791
H 2.63753 -3.13161 0.79534
H 3.12108 -1.54092 1.38061
H 2.80978 -2.34796 -1.34380
C -0.87037 -2.10002 0.10022
C -0.47338 -0.74319 -0.43626
C -0.28615 0.32215 0.66201
O 0.31207 1.46505 0.11173
C -0.57401 2.27250 -0.64912
N 0.88969 -0.96743 -1.00345
H -1.88328 -2.06592 0.52463
H -0.20516 -2.40181 0.91457
H -0.89556 -2.88117 -0.65476
H -1.09695 -0.38782 -1.25374
H 0.33090 -0.13052 1.44624
H -1.24574 0.53258 1.15713
H -0.10077 3.24339 -0.80344
H -1.50800 2.43719 -0.10854
H -0.68403 1.86072 -1.65114
H 1.24867 -0.10857 -1.41200
H 1.50312 -1.18151 -0.21809
C 3.47881 2.52052 2.55853
C 3.71662 2.81528 1.06894
C 5.21783 2.90209 0.86246
O 5.80878 4.08371 1.33252
C 5.49913 5.19543 0.53552
N 3.20266 1.77746 0.17592
H 3.92334 1.56218 2.83933
H 2.42606 2.52490 2.84447
H 4.00762 3.32592 3.08037
H 3.12454 3.70341 0.84440
H 5.48444 2.73549 -0.19013
H 5.66963 2.04904 1.38147
H 6.13171 6.01655 0.86490
H 4.45964 5.54349 0.68651
H 5.56532 5.01507 -0.54400
H 3.38055 0.86988 0.59889
H 2.20093 1.85439 0.01436
C -4.94511 3.56718 -0.80343
O -5.89648 2.50920 -1.00513
H -4.82191 3.75714 0.26722
H -3.97364 3.27153 -1.20698
H -5.38018 4.41221 -1.32390
H -5.74172 1.76533 -0.41431
C -5.60331 -0.91314 -0.25927
O -6.28562 0.06160 0.51565
H -4.52995 -0.87073 -0.05901
H -5.92468 -1.92664 0.00314
H -5.71567 -0.77202 -1.33984
H -7.21593 -0.17829 0.54564
C -2.63962 -2.19962 3.59988
O -3.39528 -3.36709 3.81975
H -1.87560 -2.17775 2.82689
H -3.32227 -1.43883 3.18360
H -2.26509 -1.79226 4.54112
H -3.96833 -3.23637 4.57656
C -3.02159 1.75510 -3.45446
O -2.26020 2.97688 -3.32329
H -3.71211 1.87383 -4.29011
H -2.26678 0.98139 -3.59886
H -3.64159 1.61135 -2.57380
H -1.93707 3.10688 -4.21937
C 1.00139 5.18862 1.72615
O 0.19720 6.06815 2.51412
H 1.49680 5.74345 0.93172
H 1.77801 4.77115 2.37356
H 0.41362 4.34701 1.35301
H 0.42635 5.96598 3.43963
C -2.89743 -5.31060 0.75701
O -2.24665 -6.06689 1.77523
H -2.46635 -5.55811 -0.20844
H -3.98253 -5.42340 0.77658
H -2.65026 -4.25990 0.95891
H -2.43671 -5.62736 2.61054
*
```

The value obtained for the energy is -2725.08346 a.u. For the gap between HOMO and LUMO, the calculation gives 8.347 eV. Its SMILES is CC1(C)CCCC(C)(C)N1O.CC1(C)CCCC(C)(C)N1O.CC1(C)CCCC(C)(C)N1O.COC[C@H](C)N.COC[C@H](C)N.CO.CO.CO.CO.CO.CO. As for the highest occupied orbital energy: -8.10 eV.


No. 4
ORCA calculation (ωB97M-V/def2-TZVPD) on a molecular structure, C53H54Ge2I2NORbS5.

Geometry as ORCA input:
```
! RIJCOSX wB97M-V def2-TZVPD def2/J DEFGRID3
* xyz -2 1
Rb -0.54766 0.21000 0.18869
O 1.87373 -0.57668 0.42064
N 2.55521 -0.45128 1.50077
C 3.87869 -0.14200 1.42115
C 4.64107 0.05515 2.54354
C 4.05968 -0.08428 3.79987
C 2.73137 -0.44595 3.87344
C 1.96280 -0.64407 2.72661
S 0.29076 -1.13544 2.80604
H 4.23519 -0.04877 0.40648
H 5.68309 0.31762 2.42421
H 4.63814 0.07375 4.70103
H 2.23967 -0.59457 4.82265
C -5.15799 3.56267 -6.78453
C -5.61110 3.35470 -5.36181
C -5.66654 2.08782 -4.80262
C -6.09830 1.87722 -3.49366
C -6.18241 0.46751 -2.96349
C -6.44851 2.98427 -2.71141
C -6.36822 4.27521 -3.24831
C -6.66325 5.49887 -2.41441
C -5.97591 4.43674 -4.56994
C -7.05846 2.76977 -1.35886
C -8.44273 2.95762 -1.31312
C -9.16500 2.69236 -0.16513
C -8.49867 2.19021 0.93896
C -7.11773 1.99701 0.92330
C -6.35285 2.33142 -0.22318
Ge -4.34644 2.17331 -0.15746
S -3.68992 0.15144 -0.07201
S -3.67170 3.61749 1.45044
Ge -2.08558 4.23208 -0.03479
S -0.17696 3.39151 0.40384
S -3.27586 3.37161 -1.76885
C -1.99273 6.23241 -0.25531
C -2.44989 7.11381 0.74261
C -2.39613 8.49729 0.55708
C -1.86891 9.04353 -0.59977
C -1.36768 8.19114 -1.56999
C -1.41649 6.80674 -1.40997
C -0.77543 5.99809 -2.49833
C 0.55638 5.59254 -2.38096
C 1.42723 5.98517 -1.21482
C 1.11255 4.80959 -3.39357
C 0.39464 4.45357 -4.52103
C 0.99307 3.57009 -5.58444
C -0.90023 4.94461 -4.65907
C -1.48948 5.72359 -3.67536
C -2.88082 6.25960 -3.87816
C -2.97230 6.66610 2.07775
C -4.34391 6.68089 2.33896
C -5.36367 6.94826 1.25982
C -4.79446 6.37758 3.62100
C -3.92269 6.00586 4.63073
C -4.43565 5.58339 5.98292
C -2.56101 5.98742 4.35085
C -2.06523 6.32905 3.09836
C -0.57676 6.31817 2.85881
C -6.54672 1.32098 2.13996
C -6.29524 2.01847 3.32475
C -6.59360 3.48901 3.49536
C -5.76736 1.32878 4.41830
C -5.51640 -0.03004 4.37187
C -4.88900 -0.75032 5.53628
C -5.86023 -0.72286 3.21504
C -6.38426 -0.07806 2.10646
C -6.76282 -0.88268 0.89117
H -4.88688 2.61522 -7.25272
H -4.28500 4.21831 -6.82698
H -5.94267 4.02610 -7.38818
H -5.38121 1.22741 -5.40257
H -6.27939 -0.24074 -3.78909
H -7.03297 0.34033 -2.29282
H -5.28794 0.20138 -2.38794
H -6.62784 5.27727 -1.34863
H -7.65218 5.91054 -2.64055
H -5.92297 6.27617 -2.61930
H -5.92411 5.44056 -4.98144
H -8.94794 3.30112 -2.21080
H -10.23816 2.84263 -0.14126
H -9.04632 1.92531 1.83830
H -2.77012 9.14021 1.34774
H -1.83137 10.11831 -0.73552
H -0.91459 8.59116 -2.47214
H 0.98594 6.78795 -0.62545
H 2.40460 6.31706 -1.57715
H 1.55844 5.13135 -0.54690
H 2.13716 4.46370 -3.28045
H 1.99568 3.24368 -5.30531
H 1.06051 4.09017 -6.54366
H 0.38096 2.67827 -5.73757
H -1.47153 4.70271 -5.55106
H -3.16900 6.17093 -4.92676
H -2.95469 7.30818 -3.58368
H -3.59590 5.69437 -3.27692
H -4.90218 7.08792 0.28463
H -5.96119 7.83545 1.48972
H -6.04041 6.09247 1.18242
H -5.86403 6.38668 3.81642
H -5.50103 5.79665 6.08352
H -3.90618 6.09416 6.79070
H -4.29742 4.50849 6.12798
H -1.85992 5.69884 5.13032
H -0.04053 6.37811 3.80893
H -0.26836 7.15569 2.23024
H -0.26787 5.40230 2.34480
H -7.06526 3.92113 2.61418
H -5.67509 4.04380 3.67786
H -7.25818 3.63983 4.35321
H -5.53962 1.88482 5.32450
H -4.83559 -0.10586 6.41483
H -3.87223 -1.06808 5.29239
H -5.45599 -1.64565 5.80230
H -5.70177 -1.79744 3.16898
H -6.87112 -1.93747 1.15370
H -5.97768 -0.78971 0.13485
H -7.69939 -0.53366 0.45223
I 0.36286 -3.21988 1.35251
I 0.55120 -5.85093 -0.18839
*
```

The value obtained for the energy is -8946.64402 a.u. For the gap between HOMO and LUMO, the calculation gives 6.062 eV. The calculation puts the energy above the lowest of the compared OMol25 structures with the same formula, charge and spin at 0.0 kJ/mol. As for the highest occupied orbital energy: -2.72 eV.


No. 5
ORCA calculation (ωB97M-V/def2-TZVPD) on a gas-phase ion, C5H10NO (charge -1).

Geometry as ORCA input:
```
! RIJCOSX wB97M-V def2-TZVPD def2/J DEFGRID3
* xyz -1 1
C -0.62099 -1.65614 0.17636
O -0.53195 -2.30409 1.35622
C -0.81470 -0.09799 0.35199
C -0.35876 0.76010 -0.84999
C 1.04191 1.32375 -0.82075
C 1.58759 1.90856 -1.90228
N -0.06668 0.23796 1.56563
H 0.32546 -1.72588 -0.42985
H -1.49377 -2.02771 -0.40761
H -1.89982 0.05515 0.45532
H -1.06027 1.59032 -0.83093
H -0.50899 0.15935 -1.76037
H 1.51061 0.93880 0.08725
H 1.37034 1.56113 -2.90883
H 2.22898 2.77940 -1.78612
H -0.24628 -0.62876 2.11598
H -0.54822 0.93633 2.12958
*
```

The value obtained for the energy is -326.42610 a.u. For the gap between HOMO and LUMO, the calculation gives 6.523 eV. The calculation puts the energy above the lowest of the compared OMol25 structures with the same formula, charge and spin at 155.4 kJ/mol. Its SMILES is C=CC[C@H](N)C[O-]. As for the highest occupied orbital energy: -2.57 eV.


Result set for maximum force: 9.62 3.00 2.40 1.40 1.96 eV Å⁻¹, one per record in the order listed.